(1)
C25H27N3O5S in the gas phase in a non-equilibrium geometry. Source: OMol25; level of theory: wB97M-V/def2-TZVPD.

spin multiplicity: 1
orbital gap: 8.61 eV
SMILES string: Cc1ccc(C(=O)Nc2ccccc2C(=O)NCc2ccco2)cc1S(=O)(=O)N1CCCCC1
energy relative to the best compared isomer or geometry (same formula, charge and spin): 1.510 eV

```
61
Properties=species:S:1:pos:R:3:forces:R:3:lowdin_charge:R:1
C 2.9592 3.5864 -0.2311 0.139 0.207 -0.033 -0.033
C 1.7060 2.8556 0.1045 -0.090 0.137 0.057 -0.240
C 1.7277 1.4824 0.3301 0.312 -0.324 0.087 -0.200
C 0.5775 0.7870 0.6176 -0.360 -0.090 0.113 0.009
C -0.6519 1.4408 0.6855 0.472 0.148 -0.013 -0.115
C -0.6848 2.8174 0.4838 -0.055 -0.317 0.055 -0.008
C 0.4794 3.5070 0.2003 0.192 -0.076 -0.028 -0.019
H 0.4384 4.5752 0.0446 0.036 0.097 -0.017 0.116
H -1.6075 3.3747 0.5591 -0.082 0.060 -0.002 0.111
C -1.8360 0.5821 0.9564 -0.002 0.023 -0.003 -0.426
O -1.7121 -0.5695 1.3472 0.076 -0.095 0.151 0.060
N -3.0497 1.1193 0.6997 -0.202 0.292 -0.090 0.150
C -4.2694 0.4304 0.9697 -0.190 -0.254 0.112 -0.177
C -4.9747 0.7453 2.1235 0.040 -0.029 -0.068 -0.009
C -6.1665 0.1042 2.4080 -0.025 0.052 0.022 -0.074
C -6.6657 -0.8475 1.5344 0.000 -0.026 -0.011 -0.070
C -5.9719 -1.1543 0.3784 0.105 0.010 -0.048 -0.009
C -4.7639 -0.5312 0.0902 -0.107 0.282 0.085 -0.069
C -4.0707 -0.8364 -1.2084 0.162 -0.240 0.354 -0.463
O -4.5812 -0.5788 -2.2805 -0.172 0.156 -0.309 0.079
N -2.8774 -1.4468 -1.0635 0.164 -0.248 0.036 0.098
H -2.4756 -1.5144 -0.1340 -0.139 0.060 -0.040 0.113
C -1.9902 -1.6266 -2.1958 0.029 0.081 -0.121 -0.075
C -1.1107 -0.4329 -2.4037 -0.730 0.457 -0.139 -0.250
C -1.4251 0.8668 -2.6726 0.042 -0.616 0.080 -0.016
C -0.1930 1.5583 -2.7712 0.489 -0.280 0.015 -0.056
C 0.7775 0.6307 -2.5560 -0.064 0.913 -0.275 -0.127
O 0.2304 -0.5762 -2.3220 0.087 -0.551 0.050 0.040
H 1.8472 0.7018 -2.5281 0.131 -0.108 0.005 0.104
H -0.0527 2.5983 -2.9823 0.120 0.223 -0.044 0.105
H -2.4108 1.2648 -2.8018 -0.274 0.009 -0.033 0.113
H -2.6280 -1.7707 -3.0741 0.199 -0.083 0.117 0.132
H -1.3711 -2.5107 -2.0352 -0.074 0.020 -0.068 0.132
H -6.3596 -1.8810 -0.3192 -0.054 -0.060 -0.078 0.123
H -7.5983 -1.3455 1.7516 -0.079 -0.050 0.015 0.105
H -6.7059 0.3509 3.3100 -0.045 0.020 0.073 0.104
H -4.5789 1.4923 2.7960 0.062 0.050 0.047 0.117
H -3.1215 2.0727 0.3816 0.095 -0.123 -0.028 0.140
H 0.6143 -0.2779 0.7840 -0.067 -0.039 -0.002 0.123
S 3.2902 0.5963 0.1971 -0.548 -0.028 0.189 0.691
O 3.6998 0.6599 -1.1809 -0.106 -0.270 -0.046 -0.284
O 4.1865 1.1340 1.1842 -0.185 -0.198 0.133 -0.270
N 2.8537 -0.9608 0.5902 0.336 1.094 -0.308 -0.251
C 2.9750 -1.9638 -0.4473 0.196 -0.142 -0.739 -0.196
C 4.3982 -2.5122 -0.5281 -0.205 -0.156 0.156 -0.172
C 4.8231 -3.0537 0.8354 0.151 0.200 -0.060 -0.198
C 4.6850 -1.9616 1.8941 -0.205 -0.171 -0.016 -0.175
C 3.2560 -1.4208 1.9033 0.333 0.138 0.670 -0.200
H 3.1727 -0.5715 2.5814 -0.058 -0.204 0.165 0.118
H 2.5506 -2.1989 2.2150 -0.015 0.078 -0.018 0.132
H 4.9357 -2.3505 2.8823 0.025 0.045 0.036 0.114
H 5.3594 -1.1348 1.6647 0.057 0.001 0.072 0.109
H 5.8551 -3.4068 0.7943 -0.034 -0.080 0.024 0.110
H 4.1869 -3.9019 1.1030 0.016 -0.095 0.015 0.113
H 5.0617 -1.6983 -0.8266 0.046 -0.016 -0.087 0.114
H 4.4476 -3.2960 -1.2855 0.017 0.029 -0.060 0.115
H 2.6866 -1.4949 -1.3869 -0.085 -0.250 -0.031 0.105
H 2.2655 -2.7662 -0.2176 -0.021 0.077 -0.019 0.134
H 3.3937 3.1658 -1.1367 0.075 0.101 -0.078 0.086
H 3.6916 3.4456 0.5621 0.063 0.118 -0.007 0.083
H 2.7725 4.6476 -0.3741 0.007 0.040 -0.017 0.085
```
Positions in Å, forces in eV/Å.

(2)
2 unconnected molecules or ions with the total composition C11H14N2 in a non-equilibrium geometry. Source: OMol25; level of theory: wB97M-V/def2-TZVPD.

spin multiplicity: 1
orbital gap: 9.47 eV
SMILES string: Cc1c[nH]cn1.Cc1ccccc1
energy relative to the best compared isomer or geometry (same formula, charge and spin): 0.312 eV

```
27
Properties=species:S:1:pos:R:3:forces:R:3:lowdin_charge:R:1
C -0.7271 -1.1620 -2.5848 -0.989 0.433 -0.141 -0.065
C 2.1518 -1.3934 -0.1870 0.811 0.317 0.100 -0.097
C 3.2468 -1.0638 -1.0024 -0.290 -0.344 0.366 -0.095
C 0.8765 -1.3125 -0.6704 -0.981 0.448 -1.386 -0.052
C 0.6395 -0.9627 -2.0284 0.561 -0.959 1.221 -0.277
C 3.0408 -0.6879 -2.3184 -0.131 -0.291 0.565 -0.089
C 1.7414 -0.6949 -2.8118 0.179 0.322 -0.801 -0.068
H 2.3625 -1.6819 0.8351 -0.184 -0.058 0.033 0.098
H 4.2229 -1.1997 -0.5559 0.183 0.288 -0.255 0.096
H -0.0267 -1.5227 -0.1101 0.282 -0.131 0.451 0.103
H 3.8543 -0.4400 -2.9844 0.119 -0.048 0.056 0.099
H -0.8395 -2.1532 -3.0270 0.146 0.067 -0.229 0.085
H -1.0207 -0.3963 -3.3058 0.286 -0.158 -0.277 0.079
H 1.6464 -0.5270 -3.8798 -0.329 0.162 0.032 0.110
H -1.5244 -1.1037 -1.8377 0.321 -0.025 0.299 0.070
C -2.8307 2.0796 0.9218 -1.183 0.627 0.178 -0.055
C -0.0248 1.4916 3.0024 -0.138 0.537 -0.473 -0.211
C -1.8673 1.5934 1.9355 0.222 -0.005 -0.402 -0.372
C -1.9517 0.4747 2.7095 0.575 -0.257 0.205 -0.067
N -0.6636 2.2394 2.1298 0.156 -0.587 0.388 0.098
N -0.7289 0.3905 3.3570 0.193 0.912 -0.072 0.038
H 0.9462 1.7140 3.4144 0.029 -0.037 0.014 0.114
H -0.4671 -0.0801 4.1934 -0.266 -0.759 0.287 0.133
H -2.6695 -0.3158 2.8033 -0.256 0.038 -0.033 0.108
H -2.6054 3.0843 0.5694 0.441 -0.087 -0.002 0.074
H -3.8237 2.1958 1.3751 0.036 -0.231 -0.067 0.076
H -2.9579 1.4344 0.0573 0.205 -0.176 -0.056 0.067
```
Positions in Å, forces in eV/Å.

(3)
C4H4N2O3 in the gas phase in a non-equilibrium geometry. Source: OMol25; level of theory: wB97M-V/def2-TZVPD.

spin multiplicity: 1
orbital gap: 10.18 eV
SMILES string: C#CC(=O)ONC(N)=O
energy relative to the best compared isomer or geometry (same formula, charge and spin): 4.280 eV

```
13
Properties=species:S:1:pos:R:3:forces:R:3:lowdin_charge:R:1
C 1.8681 0.6061 -0.9460 1.286 0.150 1.753 -0.011
C 2.5466 0.2919 -1.8834 -1.069 -0.409 -1.035 0.166
C 1.4224 0.9201 0.4219 0.910 1.992 -1.098 -0.485
C -1.5913 -0.8823 0.2465 -0.061 1.638 1.855 -0.604
N -0.5451 -0.1595 -0.3496 -0.225 -1.145 -1.935 0.071
N -2.1661 -0.2190 1.3012 4.903 3.900 -2.781 0.195
O 2.0022 1.6075 1.2367 -0.664 -1.474 -0.970 0.140
O -1.8688 -1.9327 -0.2236 -1.033 -1.906 -0.793 0.102
O 0.1531 0.5928 0.5736 -0.412 0.091 1.890 0.006
H -0.0391 -0.8526 -0.9538 0.175 1.131 1.041 0.166
H 2.6354 -0.0896 -2.8744 0.753 0.080 -0.091 0.050
H -1.6140 0.6720 1.5578 -1.735 -2.181 -0.234 0.152
H -2.8033 -0.5548 1.8931 -2.827 -1.869 2.397 0.051
```
Positions in Å, forces in eV/Å.

(4)
C22H27N5O5 in the gas phase in a non-equilibrium geometry. Source: OMol25; level of theory: wB97M-V/def2-TZVPD.

spin multiplicity: 1
orbital gap: 8.14 eV
SMILES string: COc1ccc(C[C@H](NC(C)=O)C(=O)NC2CCN(c3ncccc3[N+](=O)[O-])CC2)cc1
energy relative to the best compared isomer or geometry (same formula, charge and spin): 5.145 eV

```
59
Properties=species:S:1:pos:R:3:forces:R:3:lowdin_charge:R:1
C -8.5800 -0.5817 -2.0853 -0.074 0.011 -0.216 -0.091
H -8.7654 0.4516 -2.3959 0.020 -0.039 0.004 0.096
H -9.5227 -1.1261 -2.0682 0.063 0.050 -0.055 0.093
O -8.0805 -0.6446 -0.7716 0.154 0.024 0.295 -0.085
C -6.8985 -0.0285 -0.4939 0.106 0.011 0.145 -0.279
C -6.1164 0.6570 -1.4171 -0.297 -0.146 -0.160 -0.013
C -4.9268 1.2399 -1.0164 0.045 -0.012 0.241 -0.029
C -4.4883 1.1621 0.2970 0.037 0.150 -0.041 -0.244
C -5.2799 0.4787 1.2144 -0.070 0.059 -0.139 -0.048
C -6.4670 -0.1082 0.8304 -0.187 -0.105 -0.161 0.001
H -7.0851 -0.6352 1.5400 -0.082 -0.060 0.089 0.118
H -4.9732 0.4191 2.2499 0.036 0.014 0.125 0.115
C -3.1662 1.7497 0.6989 0.139 -0.202 -0.138 -0.097
H -3.0278 2.7347 0.2513 0.035 0.009 0.108 0.133
H -3.1034 1.8664 1.7822 0.016 0.085 -0.023 0.123
C -2.0114 0.8553 0.2413 0.160 0.241 0.101 -0.206
N -2.2221 -0.5040 0.7115 -0.111 0.374 0.205 0.120
C -1.7012 -1.5873 0.1073 -0.189 -0.296 0.335 -0.520
O -0.8970 -1.5037 -0.8071 0.120 -0.108 -0.379 0.036
C -2.1866 -2.9016 0.6708 0.130 -0.060 -0.201 0.011
H -1.9206 -2.9770 1.7230 -0.009 -0.018 0.096 0.085
H -1.7257 -3.7197 0.1253 0.013 0.016 -0.002 0.084
H -3.2684 -2.9691 0.5774 -0.093 -0.022 0.033 0.084
H -2.8802 -0.6213 1.4659 0.020 -0.146 -0.100 0.137
C -0.6601 1.3849 0.7725 -0.332 -0.288 -0.481 -0.439
O -0.5749 2.2340 1.6341 -0.055 0.328 0.384 0.072
N 0.3840 0.7982 0.1659 0.415 -0.117 -0.229 0.112
H 0.1963 0.0172 -0.4595 -0.131 0.111 0.080 0.110
C 1.7563 1.0334 0.5543 0.065 -0.111 -0.013 -0.313
C 2.3229 -0.1531 1.3371 0.116 0.382 0.065 -0.106
H 1.7496 -0.3085 2.2514 -0.045 -0.018 0.030 0.123
C 3.7790 0.1296 1.6891 -0.226 -0.285 0.347 -0.137
N 4.5757 0.3940 0.5097 -0.095 0.016 0.054 -0.051
C 5.6334 -0.3822 0.2187 0.458 0.091 -0.246 -0.211
N 5.6630 -1.5961 0.7899 -0.251 0.122 0.107 0.126
C 6.5394 -2.4902 0.4029 0.213 -0.064 -0.256 -0.130
C 7.4654 -2.2773 -0.6157 0.011 0.086 0.019 -0.063
C 7.5625 -0.9954 -1.1145 -0.150 0.124 0.083 0.010
C 6.6893 -0.0078 -0.6617 -0.179 -1.314 0.312 -0.088
N 7.0265 1.3421 -0.9583 0.139 0.742 -0.020 -0.374
O 6.7129 2.1992 -0.1474 0.094 0.055 -0.019 0.071
O 7.6553 1.5634 -1.9777 0.057 0.102 -0.142 0.072
H 8.3396 -0.7102 -1.8087 -0.007 -0.007 -0.035 0.122
H 8.1271 -3.0611 -0.9425 0.086 -0.070 -0.009 0.099
H 6.4967 -3.4340 0.9305 0.070 -0.130 -0.002 0.110
C 4.0944 1.4740 -0.3167 -0.204 0.160 -0.374 -0.143
H 4.6591 1.5162 -1.2476 -0.005 0.040 0.145 0.122
C 2.6224 1.2548 -0.6832 0.076 0.144 0.300 -0.103
H 2.2672 2.1209 -1.2420 -0.031 0.010 -0.039 0.124
H 2.5400 0.3750 -1.3262 0.002 -0.026 -0.081 0.127
H 4.2248 2.4281 0.2067 0.020 -0.024 -0.102 0.133
H 4.2220 -0.7191 2.2085 -0.098 0.227 0.019 0.112
H 3.8281 1.0175 2.3312 0.006 -0.026 0.042 0.136
H 2.2554 -1.0562 0.7274 -0.006 -0.079 -0.023 0.126
H 1.7522 1.9286 1.1861 0.065 -0.104 -0.062 0.152
H -1.9583 0.8184 -0.8540 -0.047 0.004 0.140 0.157
H -4.3313 1.7701 -1.7455 0.072 0.067 -0.096 0.119
H -6.4213 0.7448 -2.4479 -0.063 -0.012 -0.086 0.103
H -7.9000 -1.0597 -2.7981 -0.021 0.033 0.024 0.095
```
Positions in Å, forces in eV/Å.

(5)
C4H8O in the gas phase. Source: OMol25; level of theory: wB97M-V/def2-TZVPD.

spin multiplicity: 1
orbital gap: 9.45 eV
SMILES string: C/C=C/OC
energy relative to the best compared isomer or geometry (same formula, charge and spin): 1.797 eV

```
13
Properties=species:S:1:pos:R:3:forces:R:3:lowdin_charge:R:1
C 0.6899 1.7933 -0.5118 0.329 0.268 0.322 -0.082
C 0.0721 -0.7480 0.0148 0.086 -0.244 0.061 -0.186
C -1.0888 -1.6703 0.0499 -0.054 -0.329 0.126 -0.106
C 0.5816 -0.0045 0.9902 -0.334 -0.302 -0.310 -0.179
O 1.2684 1.1273 0.6451 -0.016 0.022 -0.633 -0.144
H 0.4053 1.1930 -1.3933 0.462 0.028 0.678 0.073
H -0.2239 2.3024 -0.1843 0.225 0.139 -0.026 0.095
H 1.4698 2.4743 -0.8276 -0.110 0.396 -0.007 0.085
H 0.5172 -0.5659 -0.9585 -0.421 -0.030 -0.037 0.097
H -0.8101 -2.6817 -0.2465 -0.139 -0.135 0.045 0.068
H -1.8377 -1.3119 -0.6726 0.130 -0.142 0.193 0.078
H -1.5661 -1.6813 1.0319 0.069 -0.146 -0.048 0.074
H 0.5224 -0.2268 2.0627 -0.226 0.473 -0.364 0.128
```
Positions in Å, forces in eV/Å.

(6)
2 unconnected molecules or ions with the total composition C9H12N2O2S in a non-equilibrium geometry. Source: OMol25; level of theory: wB97M-V/def2-TZVPD.

spin multiplicity: 1
orbital gap: 8.35 eV
energy relative to the best compared isomer or geometry (same formula, charge and spin): 4.555 eV

```
26
Properties=species:S:1:pos:R:3:forces:R:3:lowdin_charge:R:1
C -1.8052 2.4338 0.0357 -1.705 2.466 -0.922 -0.099
C -2.7311 1.5931 0.6307 0.826 -1.348 0.557 -0.083
C -0.9697 1.9649 -0.9633 1.260 -1.045 1.479 -0.082
C -2.5964 0.1870 0.4819 -0.600 0.731 0.778 -0.063
C -0.8127 0.5752 -1.1320 -0.981 1.308 -0.644 -0.096
C -1.6066 -0.2784 -0.3638 1.146 -1.358 -1.264 -0.277
C -0.0501 -2.0060 1.6728 -1.002 -0.804 0.117 -0.052
C 2.2173 0.3112 -0.4262 -0.273 0.540 -0.164 -0.158
C 3.3449 0.7520 0.5235 -1.020 0.958 -0.699 -0.142
N -0.3542 -2.7403 0.6724 0.378 1.446 0.651 -0.087
N 2.4059 -0.7614 -1.1534 4.831 2.215 4.242 0.091
O -2.4406 -2.8333 -0.6015 0.151 0.497 -0.215 -0.307
O -0.2837 -2.2332 -1.7421 -0.896 0.662 0.689 -0.328
S -1.2168 -2.0798 -0.6385 -0.036 -0.320 -0.031 0.651
H -2.0090 3.5776 0.1624 0.905 -2.191 -0.045 0.141
H -3.3961 2.0299 1.3565 -0.428 -0.233 -0.012 0.097
H -0.1399 2.5659 -1.2965 -0.327 0.413 -0.761 0.102
H -3.2584 -0.4963 1.0451 0.526 0.376 -0.476 0.127
H -0.2449 0.3021 -2.0249 0.165 -0.581 0.915 0.107
H 0.4002 -2.4907 2.5486 0.215 0.078 -0.470 0.080
H -0.3957 -0.9791 1.8421 0.290 0.001 -0.438 0.077
H 2.8077 1.3430 1.2908 0.551 -0.409 -0.103 0.052
H 4.0316 1.5103 0.0436 -0.714 -0.903 0.138 0.084
H 3.9273 -0.0296 0.9892 0.354 -0.452 0.095 0.047
H 3.3437 -1.1736 -1.1276 -0.321 -0.520 -0.253 0.114
H 1.8323 -1.0442 -1.8255 -3.296 -1.525 -3.162 0.005
```
Positions in Å, forces in eV/Å.